{"formula": "C41H36CaClN10O4PS2", "method": "ωB97M-V/def2-TZVPD", "elements": ["Ca", "C", "C", "N", "C", "C", "N", "C", "C", "C", "C", "C", "N", "C", "C", "N", "C", "C", "N", "C", "C", "C", "N", "C", "C", "H", "H", "H", "H", "H", "H", "H", "H", "H", "H", "H", "H", "Cl", "C", "C", "C", "C", "O", "C", "C", "O", "C", "H", "H", "H", "H", "C", "C", "C", "C", "C", "C", "C", "C", "N", "H", "H", "H", "H", "H", "H", "N", "C", "N", "C", "N", "C", "C", "C", "O", "P", "S", "S", "O", "C", "C", "C", "H", "H", "H", "H", "H", "H", "H", "H", "H", "H", "H", "H", "H", "H"], "coordinates": [[0.9503, 0.5322, -0.9126], [4.2876, -1.1188, -3.3982], [3.5351, -0.5813, -2.3659], [2.2185, -0.5748, -2.4000], [1.6102, -1.1200, -3.4699], [2.3892, -1.7463, -4.4535], [3.7056, -1.7311, -4.4350], [0.1651, -0.9708, -3.5291], [-0.6171, -1.4163, -4.5836], [-1.9990, -1.1650, -4.6170], [-2.5212, -0.4698, -3.4985], [-1.6782, -0.0678, -2.4775], [-0.3660, -0.3031, -2.4946], [-2.1189, 0.6985, -1.3068], [-3.4298, 0.7409, -0.8303], [-3.7676, 1.4337, 0.2448], [-2.7974, 2.0904, 0.8704], [-1.4845, 2.0666, 0.4111], [-1.1570, 1.3805, -0.6685], [-2.8163, -1.5552, -5.7507], [-2.2989, -2.2465, -6.8673], [-3.1195, -2.5738, -7.9220], [-4.4158, -2.2799, -7.9883], [-4.9174, -1.6290, -6.9419], [-4.1910, -1.2513, -5.8356], [5.3679, -1.0825, -3.4165], [3.9923, -0.1426, -1.4882], [1.9382, -2.2796, -5.2828], [-0.1476, -1.9496, -5.3918], [-3.5684, -0.2228, -3.4500], [-4.2330, 0.1955, -1.3092], [-3.0766, 2.6487, 1.7507], [-0.6923, 2.5994, 0.9188], [-1.2606, -2.5348, -6.9198], [-2.7217, -3.1085, -8.7784], [-5.9757, -1.4002, -7.0067], [-4.6947, -0.7213, -5.0428], [4.8377, 6.9838, -0.5368], [3.9823, 5.4713, -0.3915], [3.6980, 4.9698, 0.8909], [3.0408, 3.7838, 1.0201], [2.6176, 3.0105, -0.1184], [2.0672, 1.8971, 0.0211], [2.8782, 3.5948, -1.4143], [2.3804, 2.9864, -2.5994], [1.6376, 2.0173, -2.6972], [3.5829, 4.8095, -1.5157], [4.0027, 5.5378, 1.7604], [2.8046, 3.3817, 1.9962], [2.7016, 3.5017, -3.5377], [3.7819, 5.2222, -2.4956], [2.6100, -3.3575, -0.6171], [2.5071, -4.4052, 0.2566], [3.3346, -4.4939, 1.4192], [3.2979, -5.5813, 2.2360], [2.4442, -6.6666, 1.9475], [1.5601, -6.5703, 0.8534], [1.5894, -5.4807, 0.0382], [2.5116, -7.8387, 2.6959], [2.6170, -8.8320, 3.2759], [1.9756, -3.2819, -1.4824], [3.2963, -2.5494, -0.4393], [3.9897, -3.6641, 1.6381], [3.9197, -5.6397, 3.1189], [0.8658, -7.3822, 0.6801], [0.9049, -5.4010, -0.7956], [-0.7017, -4.2253, 3.4507], [-0.0790, -3.4783, 2.8223], [0.7028, -2.6720, 2.2165], [0.6774, -1.8672, 1.2670], [0.8134, -1.1369, 0.3625], [-2.9375, 0.5172, 4.2011], [-2.0190, 0.2933, 5.3935], [-1.2556, -1.0196, 5.2728], [-1.1513, 1.3975, 5.6055], [-0.2044, 2.1831, 4.5311], [1.0873, 3.1437, 5.6687], [0.3793, 1.0620, 3.0066], [-1.2527, 3.2823, 3.8709], [-1.5089, 4.5165, 4.5050], [-2.8843, 4.4916, 5.1620], [-1.4007, 5.6204, 3.4597], [-3.5702, -0.3532, 4.0495], [-2.3311, 0.6800, 3.3139], [-3.5630, 1.3927, 4.3615], [-2.6184, 0.2703, 6.3201], [-0.6382, -1.0203, 4.3792], [-1.9562, -1.8495, 5.2136], [-0.6135, -1.1616, 6.1391], [-0.7385, 4.6681, 5.2762], [-3.6472, 4.2948, 4.4104], [-3.0899, 5.4477, 5.6394], [-2.9119, 3.7061, 5.9131], [-2.1168, 5.4398, 2.6605], [-0.3975, 5.6207, 3.0414], [-1.6011, 6.5882, 3.9140]], "lowdin_charge": [1.268, -0.133, -0.135, -0.019, -0.196, -0.081, 0.065, -0.228, 0.047, -0.168, 0.029, -0.227, -0.012, -0.184, -0.074, 0.084, -0.109, -0.118, 0.024, -0.172, -0.035, -0.187, 0.016, -0.184, -0.032, 0.093, 0.121, 0.106, 0.084, 0.085, 0.108, 0.099, 0.078, 0.088, 0.092, 0.093, 0.088, 0.595, -0.693, -0.105, 0.016, -0.364, -0.247, -0.136, -0.219, -0.058, -0.092, 0.103, 0.112, 0.125, 0.103, 0.081, -0.308, -0.030, -0.031, -0.240, -0.034, -0.026, -0.218, 0.134, 0.066, 0.060, 0.116, 0.116, 0.115, 0.114, 0.074, -0.432, 0.106, -0.396, -0.018, -0.073, -0.481, -0.075, -0.349, -0.159, 0.155, 0.293, -0.361, -0.553, -0.053, -0.050, 0.079, 0.023, 0.069, 0.134, 0.012, 0.072, 0.080, 0.041, 0.072, 0.069, 0.072, 0.071, 0.077, 0.070], "e_homo_ev": [-2.827, -1.303], "molar_mass_g_mol": 903.44, "e_lumo_ev": [3.4, 2.5], "fmax_ev_per_a": 2.23, "charge": -2, "relative_energy_ev": 2.1795, "total_energy_ev": -128119.3642, "spin_multiplicity": 1}